Below is a 19-piece molecular cluster, C74H112Br2O54 overall, with properties calculated with ωB97M-V with the def2-TZVPD basis set.

For the HOMO energy, the calculation gives -0.310 hartree. The multiplicity is 1. The largest force on an atom is 6.049 eV/A. For the orbital gap, the calculation gives 7.80 eV. The calculation puts the LUMO energy at -0.63 eV.

Geometry as XYZ:
```
242
Properties=species:S:1:pos:R:3:forces:R:3
Br -3.785 -1.114 3.345 -0.54 0.27 -0.08
C -4.754 0.611 2.983 -0.09 -1.33 -1.13
C -4.159 1.563 3.915 0.57 0.31 0.38
Br -5.171 3.235 3.742 0.45 -0.11 0.14
H -5.835 0.520 3.086 0.22 -0.53 -0.10
H -4.441 0.780 1.953 -0.48 0.24 0.08
H -3.118 1.664 3.609 -0.05 0.72 0.48
H -4.228 1.182 4.934 -0.01 0.52 0.02
C 4.889 5.308 -0.394 0.56 -0.98 0.11
C 4.030 5.554 0.818 -0.61 2.17 -0.61
C 2.604 6.098 0.514 0.86 1.15 -1.38
O 1.713 5.108 0.933 0.42 -1.05 1.30
C 2.440 4.141 1.634 -2.85 -0.51 0.28
O 1.905 3.221 2.220 1.24 1.56 -1.08
O 3.722 4.406 1.559 1.36 -1.28 0.56
H 5.915 5.099 -0.093 -0.02 -0.48 0.24
H 5.057 6.150 -1.064 -0.84 0.18 0.05
H 4.474 4.434 -0.896 0.18 0.12 -0.49
H 4.577 6.253 1.452 -0.22 -0.10 0.37
H 2.417 6.311 -0.539 0.29 -0.57 -0.23
H 2.464 7.096 0.930 -0.38 -0.25 0.94
C -6.668 2.207 -3.192 0.33 1.39 0.11
C -6.282 0.904 -2.568 -0.18 -0.66 0.20
C -4.989 0.741 -1.756 -0.61 0.68 -1.26
O -5.411 0.141 -0.537 1.12 -0.46 0.83
C -6.743 0.067 -0.414 -1.19 1.60 1.04
O -7.356 -0.166 0.635 1.75 0.10 -3.33
O -7.259 0.537 -1.585 -1.58 -0.92 0.73
H -7.432 2.061 -3.956 0.20 -0.01 -0.05
H -5.781 2.677 -3.616 0.13 -0.32 -0.59
H -7.020 3.010 -2.544 -0.23 -0.39 0.63
H -6.268 0.228 -3.423 -0.19 -0.68 0.47
H -4.562 1.735 -1.624 0.25 -0.24 0.65
H -4.315 0.117 -2.343 0.13 -0.18 0.55
C -1.351 4.789 9.399 0.01 -0.46 0.03
C -2.009 3.526 8.805 -0.31 1.78 1.99
C -3.310 3.847 8.110 -1.44 0.28 1.60
O -3.118 3.519 6.767 0.66 -0.52 -0.82
C -1.865 3.002 6.638 0.23 0.05 -3.41
O -1.411 2.599 5.563 -1.13 0.84 2.85
O -1.209 3.138 7.771 2.26 -1.79 -1.67
H -0.312 4.602 9.669 -0.07 -0.21 0.16
H -1.879 5.174 10.271 -0.08 -0.06 -0.05
H -1.314 5.558 8.626 -0.20 0.10 -0.03
H -2.124 2.709 9.518 0.18 0.04 0.10
H -3.554 4.894 8.291 -0.10 0.12 -0.65
H -4.132 3.258 8.517 -0.09 -0.06 -0.15
C -0.044 -1.902 -3.706 -0.35 -0.22 0.10
C -1.383 -2.533 -4.118 0.86 0.14 -0.93
C -1.266 -3.133 -5.531 1.36 0.23 0.40
O -1.340 -4.525 -5.336 -0.49 -0.82 0.00
C -1.570 -4.779 -4.013 -1.86 -3.62 0.21
O -1.861 -5.829 -3.498 0.92 0.84 -1.85
O -1.634 -3.687 -3.335 0.10 3.35 1.70
H 0.277 -1.105 -4.377 -0.44 0.38 0.03
H 0.764 -2.627 -3.814 -0.10 -0.38 0.28
H -0.090 -1.557 -2.673 0.18 0.10 -0.06
H -2.204 -1.816 -4.120 -0.20 -0.15 0.66
H -0.220 -2.981 -5.797 -0.17 0.47 -0.92
H -1.985 -2.743 -6.253 0.04 -0.29 0.00
C -4.469 6.514 -1.386 -0.35 0.79 -0.08
C -3.713 5.231 -1.642 0.41 0.36 -0.49
C -2.228 5.261 -1.264 0.77 0.23 -1.74
O -1.973 4.013 -0.629 -0.08 1.08 0.29
C -3.148 3.518 -0.275 -0.70 -3.33 2.73
O -3.221 2.547 0.493 -0.40 2.67 -2.32
O -4.180 4.181 -0.855 -0.27 -1.63 1.79
H -4.119 7.306 -2.047 0.31 -0.02 -0.10
H -4.387 6.903 -0.371 0.44 -0.32 0.18
H -5.546 6.509 -1.555 0.01 -0.71 -0.24
H -3.805 4.863 -2.664 -0.18 0.46 -0.30
H -1.960 6.158 -0.706 0.16 -0.36 0.53
H -1.607 5.172 -2.155 0.04 0.69 -0.11
C 5.893 -0.865 -4.494 -0.49 1.36 0.13
C 4.975 0.356 -4.312 -0.12 -0.05 -0.62
C 4.222 0.890 -5.539 1.96 1.88 -0.85
O 2.964 1.340 -5.049 -0.72 -0.82 -0.83
C 2.761 0.799 -3.874 -0.45 0.07 3.64
O 1.804 1.017 -3.130 2.09 -0.92 -2.04
O 3.894 0.089 -3.482 -3.04 -0.39 1.27
H 6.329 -1.163 -3.541 -0.06 0.07 0.00
H 6.679 -0.468 -5.136 0.23 -0.58 -0.20
H 5.355 -1.711 -4.923 0.09 0.15 -0.16
H 5.456 1.206 -3.827 0.75 -0.09 -0.16
H 4.251 0.284 -6.445 -0.85 -0.46 0.31
H 4.644 1.854 -5.825 0.57 -0.23 -0.36
C 1.425 1.233 5.815 -1.12 -0.31 -1.04
C 1.133 -0.249 5.941 0.68 1.97 -2.32
C 1.981 -1.039 4.871 -2.04 0.65 0.90
O 2.836 -1.753 5.689 1.10 -1.58 1.86
C 2.497 -1.664 7.005 0.07 -0.02 2.22
O 2.962 -2.249 7.968 -0.66 1.00 -2.75
O 1.498 -0.705 7.172 1.56 -2.45 0.92
H 2.433 1.495 5.493 0.22 -0.24 0.58
H 1.047 1.798 6.667 0.13 0.11 -0.22
H 0.810 1.388 4.929 -0.10 1.15 -0.05
H 0.083 -0.452 5.728 -0.15 0.12 0.40
H 2.567 -0.480 4.142 -0.37 0.08 0.19
H 1.213 -1.663 4.413 0.74 -0.45 -0.59
C -7.503 -6.107 -5.241 -0.11 0.62 -0.45
C -6.247 -5.543 -4.568 -0.43 -2.22 -0.84
C -5.192 -5.023 -5.501 -0.16 -1.70 -1.24
O -4.971 -3.698 -5.099 0.18 0.15 0.16
C -5.860 -3.419 -4.103 2.35 4.28 0.34
O -5.853 -2.323 -3.544 -0.39 -2.16 -0.90
O -6.610 -4.418 -3.856 -2.14 -0.17 2.15
H -7.338 -6.950 -5.911 0.27 -0.30 0.48
H -7.892 -5.347 -5.919 0.09 0.37 -0.07
H -8.338 -6.278 -4.562 0.37 -0.38 0.26
H -5.710 -6.264 -3.952 -0.71 -0.03 0.71
H -5.557 -5.130 -6.523 0.17 0.70 -0.29
H -4.374 -5.736 -5.397 0.81 0.89 -0.05
C 9.251 -5.427 -1.001 0.32 -0.11 -0.48
C 8.892 -4.263 -0.106 0.67 -2.13 0.72
C 8.962 -2.888 -0.662 0.33 1.23 -0.04
O 7.574 -2.477 -0.647 1.25 1.37 -0.94
C 6.853 -3.349 0.034 -3.59 1.02 0.98
O 5.685 -3.174 0.364 2.04 -0.27 -0.85
O 7.537 -4.416 0.301 0.27 -1.42 0.54
H 10.332 -5.547 -1.077 0.09 0.17 0.03
H 8.878 -5.298 -2.017 -0.18 0.02 0.00
H 8.873 -6.369 -0.604 -0.13 0.15 0.10
H 9.453 -4.377 0.822 0.22 0.26 -0.04
H 9.459 -2.754 -1.623 -0.80 -0.52 -0.55
H 9.602 -2.244 -0.058 -0.63 0.26 0.61
C -6.074 -3.558 1.094 -0.65 -0.22 -0.79
C -5.740 -3.524 -0.412 -1.65 0.16 1.23
C -4.450 -2.851 -0.662 1.96 0.18 0.70
O -3.654 -3.867 -1.245 0.62 -0.19 -0.88
C -4.290 -5.037 -1.157 2.61 -4.96 -1.80
O -3.793 -6.150 -1.421 -1.90 3.94 0.63
O -5.556 -4.887 -0.823 -0.83 0.71 0.38
H -7.023 -4.084 1.202 -0.07 0.05 0.19
H -6.162 -2.574 1.555 0.07 0.06 -0.20
H -5.317 -4.150 1.608 0.16 0.11 -0.04
H -6.494 -3.079 -1.062 -0.41 -0.17 0.32
H -3.906 -2.682 0.267 -0.32 0.65 0.33
H -4.471 -1.930 -1.245 -0.04 -0.44 -0.25
C 3.849 -3.128 -2.329 0.18 -0.61 0.70
C 3.379 -4.373 -1.513 1.08 1.66 -0.24
C 2.482 -4.017 -0.309 1.30 -0.26 -0.71
O 1.320 -4.740 -0.657 -1.29 2.32 3.95
C 1.388 -5.461 -1.715 -1.45 -2.97 -1.45
O 0.507 -6.248 -2.008 2.47 1.81 -0.52
O 2.590 -5.219 -2.316 -0.25 -0.73 -0.93
H 4.619 -2.589 -1.778 -0.32 0.14 0.52
H 2.996 -2.471 -2.502 0.07 0.04 -0.23
H 4.391 -3.359 -3.247 -0.53 -0.45 -0.30
H 4.241 -4.914 -1.122 0.10 -0.17 -0.37
H 2.359 -2.954 -0.101 -0.68 -0.01 -0.66
H 2.984 -4.351 0.599 -0.53 -0.59 0.13
C -0.002 3.303 -5.519 -0.52 -0.63 -0.37
C -0.681 2.042 -4.979 0.75 0.48 0.75
C -1.158 2.144 -3.554 0.50 0.26 1.28
O -2.491 1.534 -3.481 1.52 0.46 -1.59
C -2.798 1.288 -4.773 -5.35 -2.10 -1.87
O -3.882 0.695 -5.116 5.08 2.73 1.51
O -1.904 1.815 -5.662 -1.01 -1.14 0.32
H -0.720 4.118 -5.419 0.13 0.19 0.00
H 0.179 3.137 -6.581 0.01 0.11 -0.08
H 0.950 3.573 -5.063 -0.23 -0.27 0.31
H -0.018 1.177 -4.976 -0.08 -0.17 -0.84
H -1.169 3.197 -3.272 -0.44 -0.09 0.43
H -0.475 1.578 -2.921 -0.27 0.25 0.26
C -1.639 5.926 2.442 0.26 -0.52 1.28
C -1.451 5.535 3.933 -0.54 -2.27 -2.10
C -0.022 5.306 4.427 -0.62 0.18 0.05
O -0.013 6.090 5.651 -0.04 0.07 -0.46
C -1.140 6.825 5.696 -0.04 3.25 2.64
O -1.376 7.691 6.559 0.61 -2.86 -2.41
O -1.914 6.574 4.647 -1.06 3.10 2.41
H -2.705 6.041 2.241 -0.09 -0.83 -0.20
H -1.089 5.155 1.902 -0.39 0.27 -0.77
H -1.301 6.947 2.266 0.81 -0.13 0.07
H -2.108 4.719 4.235 0.16 -0.64 -0.64
H 0.583 5.712 3.617 0.91 0.09 0.59
H 0.229 4.292 4.738 -0.05 0.06 -0.55
C 4.445 0.716 -0.141 -0.41 0.48 -1.52
C 5.097 0.923 1.155 0.66 -0.39 1.28
C 4.260 0.638 2.404 -0.45 0.99 0.22
O 5.079 -0.243 3.208 -1.69 0.58 -0.09
C 6.140 -0.610 2.527 2.30 -1.13 0.17
O 7.020 -1.321 2.993 -1.61 1.36 -1.52
O 6.135 -0.038 1.281 1.25 -0.89 0.78
H 5.054 1.041 -0.985 0.41 0.23 0.13
H 3.576 1.373 -0.185 -0.51 -0.42 -0.12
H 4.274 -0.333 -0.382 -0.60 -0.01 0.47
H 5.549 1.910 1.254 0.03 0.16 -0.21
H 3.249 0.309 2.166 0.38 -0.97 0.14
H 4.070 1.552 2.967 0.34 0.03 0.19
C -1.806 -0.404 -0.428 0.00 -0.32 -1.21
C -0.334 -0.103 -0.146 -2.45 0.85 1.49
C -0.115 0.958 0.985 0.37 -1.26 -1.67
O 0.991 0.327 1.670 -0.01 1.81 0.76
C 1.079 -0.947 1.361 0.62 -1.40 0.49
O 1.835 -1.722 1.888 -0.11 0.33 -0.09
O 0.219 -1.289 0.421 0.07 -0.16 -0.90
H -1.761 -1.264 -1.097 -0.34 -0.05 -0.34
H -2.338 0.405 -0.928 0.38 0.17 -0.22
H -2.512 -0.715 0.342 0.77 0.13 0.82
H 0.184 0.217 -1.050 0.23 -0.39 -0.06
H -0.983 1.076 1.633 0.23 0.07 0.08
H 0.197 1.869 0.474 0.06 0.21 0.76
C 1.194 9.406 -2.349 -0.80 0.88 0.27
C 0.406 8.245 -2.861 0.50 1.78 -0.25
C 0.680 7.979 -4.305 0.31 0.93 -1.18
O 0.893 6.619 -4.362 -0.18 -2.94 1.22
C 0.946 6.111 -3.039 1.21 -3.29 -3.15
O 1.152 4.954 -2.752 -0.45 1.44 -0.68
O 0.858 7.075 -2.223 -1.04 1.62 2.72
H 0.757 10.272 -2.846 0.21 0.30 -0.02
H 2.260 9.384 -2.576 -0.09 -0.27 0.15
H 0.976 9.543 -1.290 0.39 0.02 0.08
H -0.658 8.461 -2.760 -0.14 -0.60 0.71
H 1.586 8.468 -4.662 0.08 0.26 0.05
H -0.136 8.272 -4.966 -0.07 -0.07 0.05
C 4.056 -6.732 1.769 1.33 -1.05 0.04
C 3.451 -8.140 1.403 -0.80 3.15 0.93
C 2.593 -8.753 2.557 1.06 0.30 -1.32
O 1.386 -9.075 1.853 0.31 -0.73 0.83
C 1.333 -8.426 0.653 -4.22 0.69 -0.58
O 0.325 -8.328 -0.027 2.63 -1.04 1.49
O 2.433 -7.743 0.468 1.44 -0.14 -0.94
H 4.400 -6.163 0.905 -0.10 -0.40 -0.38
H 4.966 -6.875 2.352 0.08 -0.01 0.26
H 3.439 -6.019 2.316 -0.56 -0.65 0.11
H 4.145 -8.820 0.908 0.05 0.04 0.19
H 2.464 -8.037 3.368 -0.55 0.21 -0.22
H 3.122 -9.592 3.008 -0.53 -0.50 -0.30
C 0.898 -4.682 3.470 0.81 0.20 0.76
C -0.541 -5.048 3.369 0.24 -0.23 -1.14
C -1.400 -3.931 2.809 -1.00 -1.22 -0.12
O -2.013 -4.588 1.661 -1.52 4.14 0.14
C -1.570 -5.769 1.400 0.11 -3.78 -0.85
O -1.984 -6.535 0.553 1.25 1.93 2.08
O -0.623 -6.057 2.348 0.26 -1.03 0.10
H 1.418 -5.412 4.090 0.25 -0.07 -0.23
H 1.064 -3.712 3.937 -0.16 0.04 0.13
H 1.336 -4.611 2.474 -0.04 -0.14 0.01
H -0.968 -5.450 4.288 0.11 -0.04 0.04
H -0.864 -3.014 2.563 -0.05 -0.17 -0.45
H -2.195 -3.735 3.528 -0.13 0.40 -0.26
```
Positions in Å, forces in eV/Å.

These are the Löwdin partial charges, in e, on atoms 1 to 4: 0.65 -0.65 -0.73 0.65